1.
A cluster of 3 separate species, C18H51BN7O5P3S in total at a distorted geometry. Source: the OMol25 dataset; level of theory: ωB97M-V with the def2-TZVPD basis set.

XYZ file:
```
86
Properties=species:S:1:pos:R:3:lowdin_charge:R:1
H -1.12 2.58 1.34 0.053
N -2.10 2.93 1.25 0.102
C -2.75 2.58 2.41 -0.326
C -4.34 3.08 2.56 -0.071
C -2.12 1.79 3.69 -0.122
B -1.36 0.37 3.35 -0.279
C 0.18 0.21 3.99 -0.210
C 0.14 -0.17 5.58 -0.254
C -0.04 -1.75 5.94 -0.529
S -0.01 -2.93 4.50 0.647
P -2.18 -1.00 2.25 0.730
O -2.91 -2.14 3.08 -0.396
O -3.39 -0.31 1.15 -0.242
O -0.90 -1.62 1.19 -0.250
H -5.11 2.22 2.37 0.080
H -4.52 3.55 3.64 0.091
H -4.45 3.99 1.81 0.085
H -1.37 2.50 4.28 0.131
H -2.98 1.53 4.49 0.136
H 0.88 -0.45 3.33 0.086
H 0.63 1.31 3.93 0.118
H 1.07 0.35 6.11 0.124
H -0.81 0.39 6.04 0.116
H 0.87 -2.04 6.66 0.093
H -1.01 -1.93 6.56 0.092
H 1.37 -3.14 4.21 -0.109
H -4.18 0.01 1.67 0.069
H -1.27 -2.50 0.85 0.094
C -2.33 2.97 -5.73 -0.141
N -3.60 3.52 -5.27 -0.312
C -4.50 3.63 -6.42 -0.148
P -3.85 4.70 -4.04 0.766
O -5.26 4.14 -3.73 -0.312
N -3.22 4.07 -2.56 -0.350
C -2.39 2.87 -2.49 -0.134
C -4.13 4.07 -1.40 -0.156
N -2.24 5.36 -4.39 -0.274
C -1.57 6.10 -3.29 -0.131
C -2.31 6.33 -5.50 -0.146
H -1.77 3.67 -6.37 0.072
H -2.50 2.07 -6.33 0.083
H -1.67 2.65 -4.93 0.049
H -4.13 4.37 -7.15 0.061
H -5.51 3.94 -6.13 0.068
H -4.60 2.67 -6.94 0.080
H -2.90 2.00 -2.92 0.087
H -2.11 2.63 -1.46 0.061
H -1.44 3.04 -3.00 0.060
H -4.82 3.22 -1.43 0.081
H -4.71 4.99 -1.37 0.069
H -3.57 4.03 -0.46 0.035
H -2.23 6.85 -2.86 0.087
H -0.66 6.59 -3.65 0.081
H -1.23 5.44 -2.49 0.073
H -2.95 7.18 -5.24 0.083
H -2.73 5.87 -6.40 0.060
H -1.32 6.70 -5.78 0.086
C 3.52 -6.62 0.49 -0.138
N 4.08 -5.86 1.60 -0.310
C 3.35 -6.23 2.82 -0.145
P 4.68 -4.24 1.58 0.764
O 5.64 -4.54 2.76 -0.313
N 5.99 -4.18 0.46 -0.358
C 6.31 -5.26 -0.46 -0.139
C 7.26 -3.62 0.96 -0.152
N 3.58 -3.90 0.23 -0.268
C 3.96 -2.78 -0.67 -0.127
C 2.25 -3.52 0.74 -0.148
H 2.51 -6.31 0.23 0.073
H 3.48 -7.69 0.75 0.085
H 4.13 -6.59 -0.41 0.050
H 2.30 -5.91 2.78 0.060
H 3.79 -5.77 3.72 0.068
H 3.38 -7.31 2.98 0.081
H 6.49 -6.20 0.06 0.087
H 7.19 -5.04 -1.07 0.080
H 5.51 -5.39 -1.19 0.061
H 7.83 -4.36 1.54 0.079
H 7.07 -2.75 1.60 0.069
H 7.89 -3.27 0.13 0.075
H 4.20 -1.88 -0.10 0.088
H 3.15 -2.54 -1.37 0.084
H 4.81 -3.03 -1.31 0.073
H 2.30 -2.61 1.35 0.077
H 1.82 -4.31 1.37 0.060
H 1.53 -3.37 -0.08 0.085
```

Values from the calculation:
HOMO   -7.7755 eV
Energy above the lowest of the compared OMol25 structures with the same formula, charge and spin   502.9 kJ/mol
SMILES string   [H]/N=C(/C)CB(CCCS)P(=O)(O)O.CN(C)P(=O)(N(C)C)N(C)C.CN(C)P(=O)(N(C)C)N(C)C
LUMO level   -1.11 eV

---

2.
The molecule C16H21ClN2O4. Source: the OMol25 dataset; level of theory: ωB97M-V with the def2-TZVPD basis set.

XYZ file:
```
44
Properties=species:S:1:pos:R:3:lowdin_charge:R:1
C -2.08 -3.15 1.67 -0.066
C -2.73 -3.20 0.29 -0.400
C -4.17 -2.70 0.36 -0.070
C -1.93 -2.39 -0.72 -0.146
O -1.91 -1.02 -0.32 0.016
C -0.96 -0.26 -0.89 -0.517
O -0.15 -0.66 -1.71 0.072
N -0.99 1.00 -0.43 0.022
C -1.94 1.48 0.55 -0.058
C -1.59 2.97 0.73 -0.352
O -2.67 3.77 1.09 -0.009
C -0.93 3.34 -0.61 -0.057
C -0.18 2.07 -1.00 -0.157
C 1.25 2.06 -0.42 -0.395
O 1.67 2.96 0.27 0.085
N 1.93 0.95 -0.79 0.146
C 3.22 0.56 -0.45 -0.210
C 4.08 1.36 0.31 -0.003
C 5.36 0.91 0.60 -0.098
C 5.78 -0.33 0.15 -0.686
Cl 7.37 -0.88 0.51 0.658
C 4.93 -1.13 -0.61 -0.107
C 3.66 -0.68 -0.90 -0.015
H -2.05 -2.12 2.03 0.075
H -2.64 -3.74 2.38 0.078
H -1.06 -3.53 1.63 0.080
H -2.73 -4.24 -0.06 0.140
H -4.19 -1.66 0.68 0.076
H -4.65 -2.77 -0.62 0.079
H -4.75 -3.30 1.06 0.078
H -2.38 -2.46 -1.72 0.138
H -0.90 -2.76 -0.79 0.131
H -1.86 0.92 1.48 0.135
H -2.97 1.38 0.18 0.136
H -0.86 3.09 1.54 0.157
H -3.32 3.77 0.38 0.097
H -0.25 4.18 -0.51 0.124
H -1.70 3.58 -1.35 0.129
H -0.11 1.93 -2.09 0.164
H 1.40 0.27 -1.34 0.105
H 3.75 2.32 0.66 0.101
H 6.02 1.52 1.19 0.106
H 5.27 -2.09 -0.96 0.104
H 2.99 -1.30 -1.49 0.116
```

Values from the calculation:
HOMO   -8.3390 eV
Energy above the lowest of the compared OMol25 structures with the same formula, charge and spin   0.0 kJ/mol
SMILES string   CC(C)COC(=O)N1C[C@H](O)C[C@H]1C(=O)Nc1ccc(Cl)cc1
LUMO level   0.49 eV

---

3.
The ion C4H7N2O2 with charge +1 at a distorted geometry. Source: the OMol25 dataset; level of theory: ωB97M-V with the def2-TZVPD basis set.

XYZ file:
```
15
Properties=species:S:1:pos:R:3:lowdin_charge:R:1
C -1.73 0.75 0.15 0.005
C -0.50 -0.14 0.01 -0.218
N -0.44 -1.46 0.01 -0.060
O 0.58 -2.18 -0.04 -0.024
N 0.69 0.59 0.04 0.226
C 1.95 0.27 0.13 -0.254
C 3.05 -0.59 0.16 0.091
O 3.06 0.88 -0.12 0.204
H -2.47 0.54 -0.67 0.108
H -1.54 1.80 -0.13 0.085
H -2.29 0.78 1.09 0.097
H -1.32 -2.00 0.21 0.216
H 0.72 1.61 -0.21 0.218
H 3.61 -0.97 1.02 0.154
H 3.28 -1.19 -0.73 0.151
```

Values from the calculation:
HOMO (alpha / beta)   -13.3708 / -13.3725 eV
Energy above the lowest of the compared OMol25 structures with the same formula, charge and spin   439.4 kJ/mol
SMILES string   CC(=[NH+]/[O-])/[NH+]=C1\CO1
Total charge   +1
LUMO level (alpha / beta)   -4.88 / -4.88 eV

---

4.
A structure of composition C31H47NO3P2PdS at a distorted geometry. Source: the OMol25 dataset; level of theory: ωB97M-V with the def2-TZVPD basis set.

XYZ file:
```
86
Properties=species:S:1:pos:R:3:lowdin_charge:R:1
Pd 0.09 -0.13 -0.42 0.630
C -0.77 -1.91 0.84 -0.213
C 0.59 -2.07 0.40 -0.274
C 0.55 -0.59 2.20 -0.163
C -0.76 -1.08 2.02 -0.155
C 1.40 -1.18 1.20 -0.229
C -1.95 -2.65 0.33 0.012
H -1.73 -3.14 -0.62 0.076
H -2.81 -1.98 0.21 0.102
H -2.23 -3.43 1.05 0.129
C -1.91 -0.85 2.91 0.020
H -2.84 -0.87 2.33 0.086
H -1.82 0.14 3.39 0.104
H -1.97 -1.61 3.70 0.129
C 0.99 0.34 3.26 0.011
H 1.08 -0.16 4.23 0.127
H 0.30 1.19 3.36 0.080
H 1.97 0.76 3.00 0.093
C 2.88 -1.09 1.17 0.000
H 3.29 -1.71 1.98 0.130
H 3.23 -0.07 1.34 0.083
H 3.28 -1.47 0.23 0.081
C 1.12 -3.06 -0.57 0.003
H 1.49 -3.95 -0.03 0.127
H 1.96 -2.65 -1.14 0.089
H 0.34 -3.39 -1.26 0.080
C -2.14 0.96 -6.95 -0.112
C -2.03 -0.38 -7.02 -0.127
C -1.09 -1.16 -7.89 -0.183
C 0.24 -0.47 -8.27 -0.195
C 1.03 0.07 -7.11 -0.097
C 0.91 1.28 -6.53 -0.143
C -0.02 2.39 -6.94 -0.183
C -1.31 1.98 -7.67 -0.192
H -1.58 -1.45 -8.83 0.128
H 0.06 0.30 -9.03 0.104
H -0.86 -2.10 -7.37 0.108
H -1.08 1.67 -8.70 0.105
H -2.95 1.41 -6.36 0.101
H -2.76 -1.01 -6.49 0.098
H -1.93 2.89 -7.76 0.119
H -0.29 2.95 -6.03 0.097
H 1.60 1.55 -5.73 0.087
H 0.51 3.11 -7.58 0.128
H 0.87 -1.24 -8.74 0.118
H 1.81 -0.61 -6.77 0.104
P -1.12 0.15 -2.33 0.825
P 1.57 1.45 -1.22 0.809
C -0.24 1.40 -3.36 -0.355
C 0.64 2.35 -2.53 -0.347
H -1.02 1.96 -3.90 0.095
H 0.34 0.86 -4.11 0.063
H 1.39 2.86 -3.15 0.104
H 0.04 3.11 -2.00 0.081
C 2.54 2.62 -0.25 -0.203
H 3.13 2.08 0.50 0.052
H 1.90 3.37 0.24 0.033
H 3.23 3.12 -0.96 0.080
C 2.85 0.52 -2.10 -0.217
H 3.32 1.18 -2.84 0.073
H 2.43 -0.37 -2.58 0.045
H 3.61 0.20 -1.37 0.049
C -2.86 0.64 -2.39 -0.218
H -3.42 0.05 -1.66 0.045
H -3.22 0.48 -3.41 0.071
H -2.93 1.71 -2.12 0.065
C -1.11 -1.44 -3.20 -0.212
H -0.11 -1.89 -3.16 0.044
H -1.42 -1.29 -4.25 0.051
H -1.82 -2.11 -2.70 0.052
O -3.45 0.85 0.65 0.021
C -2.79 1.88 0.94 -0.473
N -1.50 2.11 0.54 -0.014
S -0.81 3.45 1.18 0.635
O 0.26 3.11 2.10 -0.304
O -0.54 4.46 0.19 -0.272
C -2.25 3.85 2.13 -0.227
C -2.35 4.81 3.14 -0.007
C -3.55 4.88 3.86 -0.023
C -4.63 4.03 3.53 -0.026
C -4.48 3.06 2.54 0.022
C -3.26 2.96 1.85 -0.144
H -1.48 5.43 3.34 0.131
H -3.66 5.62 4.65 0.123
H -5.58 4.15 4.05 0.121
H -5.27 2.38 2.23 0.128
```

Values from the calculation:
HOMO (alpha / beta)   -12.8827 / -13.2186 eV
Energy above the lowest of the compared OMol25 structures with the same formula, charge and spin   0.0 kJ/mol
2S+1   5
Total charge   +2
LUMO level (alpha / beta)   -4.75 / -9.74 eV

---

5.
The molecule C4H4O3 at a distorted geometry. Source: the OMol25 dataset; level of theory: ωB97M-V with the def2-TZVPD basis set.

XYZ file:
```
11
Properties=species:S:1:pos:R:3:lowdin_charge:R:1
C -1.72 0.07 -0.05 -0.012
C -0.40 -0.50 -0.29 -0.399
O -0.21 -1.69 -0.37 0.140
C 0.75 0.47 -0.19 -0.255
O 0.54 1.65 -0.44 0.136
C 2.08 -0.10 0.24 -0.169
O 3.00 -0.52 -0.42 0.105
H -1.95 0.84 -0.79 0.101
H -1.81 0.60 0.88 0.090
H -2.47 -0.75 0.06 0.114
H 2.19 -0.07 1.37 0.149
```

Values from the calculation:
HOMO   -9.9298 eV
Energy above the lowest of the compared OMol25 structures with the same formula, charge and spin   163.4 kJ/mol
SMILES string   CC(=O)C(=O)C=O
LUMO level   -1.02 eV

---

6.
A structure of composition C33H38IN4O10P at a distorted geometry. Source: the OMol25 dataset; level of theory: ωB97M-V with the def2-TZVPD basis set.

XYZ file:
```
87
Properties=species:S:1:pos:R:3:lowdin_charge:R:1
C -3.87 -5.95 2.61 -0.167
C -4.07 -4.48 2.03 -0.385
C -3.25 -4.15 0.70 -0.938
I -4.41 -5.01 -0.97 0.694
P -1.54 -4.95 0.60 0.808
C -0.31 -3.87 -0.36 -0.431
C -0.89 -2.47 -0.85 -0.256
C -0.64 -1.27 0.21 -0.156
C -1.75 -0.13 0.15 -0.173
O -2.47 0.08 1.39 -0.058
C -1.62 0.45 2.44 -0.443
C -2.18 0.18 3.92 0.017
O -0.51 1.00 2.29 0.048
H -4.45 -6.74 2.03 0.074
H -4.34 -5.95 3.66 0.079
H -2.79 -6.27 2.75 0.040
H -5.18 -4.39 1.74 0.077
H -3.92 -3.72 2.87 0.106
H -3.24 -3.01 0.57 0.040
H -1.01 -5.01 1.95 -0.060
H 0.61 -3.67 0.30 0.081
H 0.08 -4.51 -1.22 0.074
H -1.99 -2.56 -1.14 0.080
H -0.31 -2.20 -1.81 0.102
H -0.46 -1.69 1.25 0.118
H 0.35 -0.78 -0.13 0.108
H -2.54 -0.41 -0.63 0.134
H -1.31 0.87 -0.17 0.131
H -1.49 0.58 4.72 0.092
H -3.21 0.66 3.96 0.067
H -2.31 -0.96 3.97 0.095
C 3.82 2.77 -1.84 -0.063
C 3.44 1.61 -1.18 -0.064
C 2.92 0.54 -1.89 -0.009
C 2.79 0.64 -3.28 -0.139
C 3.16 1.80 -3.95 -0.002
C 3.68 2.87 -3.22 -0.069
N 2.26 -0.50 -4.04 -0.333
O 1.93 -1.49 -3.41 0.030
O 2.20 -0.39 -5.25 0.092
H 4.23 3.61 -1.28 0.109
H 3.55 1.54 -0.10 0.109
H 2.62 -0.36 -1.37 0.107
H 3.06 1.89 -5.02 0.117
H 3.97 3.78 -3.74 0.095
C -1.12 7.46 -3.09 -0.071
C -1.64 6.22 -3.44 -0.064
C -0.83 5.28 -4.08 0.001
C 0.50 5.60 -4.35 -0.142
C 1.02 6.84 -4.00 -0.001
C 0.21 7.77 -3.37 -0.066
N 1.36 4.61 -4.99 -0.329
O 0.86 3.54 -5.30 0.081
O 2.53 4.91 -5.19 0.055
H -1.75 8.19 -2.59 0.108
H -2.67 5.98 -3.22 0.110
H -1.24 4.32 -4.35 0.120
H 2.05 7.10 -4.21 0.119
H 0.60 8.74 -3.09 0.109
C -3.84 3.90 8.38 -0.072
C -4.22 2.73 9.04 -0.066
C -4.74 1.66 8.32 0.000
C -4.87 1.77 6.94 -0.147
C -4.50 2.94 6.28 -0.004
C -3.98 4.00 7.00 -0.066
N -5.40 0.64 6.17 -0.344
O -5.73 -0.36 6.79 0.080
O -5.47 0.76 4.96 0.057
H -3.43 4.73 8.95 0.108
H -4.11 2.66 10.12 0.109
H -5.03 0.76 8.85 0.120
H -4.60 3.03 5.20 0.119
H -3.69 4.91 6.50 0.109
C 4.59 -3.11 -2.90 -0.068
C 4.59 -3.79 -4.12 -0.055
C 5.68 -4.57 -4.48 0.001
C 6.76 -4.68 -3.62 -0.147
C 6.78 -4.00 -2.40 -0.004
C 5.69 -3.22 -2.04 -0.063
N 7.90 -5.52 -3.99 -0.351
O 7.86 -6.08 -5.07 0.073
O 8.82 -5.62 -3.19 0.071
H 3.74 -2.51 -2.61 0.076
H 3.73 -3.70 -4.78 0.111
H 5.66 -5.09 -5.43 0.119
H 7.62 -4.08 -1.73 0.118
H 5.69 -2.69 -1.10 0.106
```

Values from the calculation:
HOMO   -8.2197 eV
LUMO level   -0.91 eV

---

7.
A cluster of 2 separate species, C27H25N2O8S2 in total at a distorted geometry. Source: the OMol25 dataset; level of theory: ωB97M-V with the def2-TZVPD basis set.

XYZ file:
```
64
Properties=species:S:1:pos:R:3:lowdin_charge:R:1
C -5.50 1.72 0.80 -0.070
O -5.14 0.46 1.43 -0.084
C -3.85 0.05 1.30 -0.257
C -3.41 -1.03 2.11 0.016
C -2.08 -1.36 2.14 0.011
C -1.12 -0.65 1.37 -0.191
C 0.28 -1.01 1.43 0.098
C 1.35 -0.16 1.34 -0.032
C 2.67 -0.77 1.17 -0.355
O 2.87 -1.98 1.03 0.074
N 3.79 0.08 1.17 0.014
C 5.08 -0.54 1.04 -0.019
C 3.74 1.47 1.33 -0.411
O 4.74 2.19 1.33 0.069
N 2.47 2.02 1.48 0.015
C 2.45 3.45 1.71 -0.022
C 1.26 1.30 1.52 -0.324
O 0.21 1.92 1.72 0.057
C -1.59 0.37 0.52 -0.033
C -2.92 0.72 0.47 -0.019
H -6.50 1.90 1.18 0.087
H -4.82 2.53 1.09 0.096
H -5.51 1.62 -0.30 0.091
H -4.15 -1.56 2.71 0.125
H -1.72 -2.18 2.76 0.100
H 0.51 -2.07 1.56 0.145
H 5.82 0.25 1.12 0.083
H 5.21 -1.29 1.83 0.103
H 5.15 -1.05 0.08 0.098
H 1.42 3.76 1.79 0.084
H 3.00 3.68 2.63 0.101
H 2.96 3.95 0.88 0.095
H -0.91 0.89 -0.15 0.119
H -3.23 1.54 -0.17 0.101
C 0.89 -1.41 10.68 -0.104
C 0.94 -0.77 9.43 -0.090
C 0.97 -1.53 8.26 -0.063
C 0.95 -2.92 8.35 -0.282
S 0.89 -3.88 6.83 0.589
C -0.75 -3.75 6.44 -0.412
S -1.58 -4.66 5.25 0.590
C -0.86 -6.31 5.32 -0.281
C 0.32 -6.60 4.63 -0.069
C 0.94 -7.84 4.83 -0.082
C 0.37 -8.77 5.71 -0.099
C -0.82 -8.47 6.38 -0.090
C -1.44 -7.24 6.18 -0.067
O -2.95 -4.78 5.72 -0.363
O -1.28 -4.19 3.92 -0.359
O 1.71 -3.20 5.85 -0.349
O 1.25 -5.20 7.30 -0.357
C 0.93 -3.56 9.58 -0.056
C 0.90 -2.80 10.75 -0.091
H 0.85 -0.81 11.59 0.092
H 0.94 0.32 9.36 0.098
H 1.01 -1.05 7.29 0.115
H -1.36 -3.25 7.18 0.045
H 0.75 -5.87 3.96 0.116
H 1.86 -8.07 4.29 0.101
H 0.87 -9.72 5.88 0.092
H -1.27 -9.18 7.08 0.096
H -2.35 -6.99 6.70 0.108
H 0.94 -4.65 9.63 0.109
H 0.87 -3.31 11.72 0.097
```

Values from the calculation:
HOMO   -4.2461 eV
Energy above the lowest of the compared OMol25 structures with the same formula, charge and spin   0.0 kJ/mol
Total charge   -1
LUMO level   1.31 eV

---

8.
The molecule C22H31N5O6S at a distorted geometry. Source: the OMol25 dataset; level of theory: ωB97M-V with the def2-TZVPD basis set.

XYZ file:
```
65
Properties=species:S:1:pos:R:3:lowdin_charge:R:1
C -0.45 2.19 6.34 -0.116
C -0.20 0.74 5.93 -0.268
C -0.15 0.58 4.41 -0.199
C 0.09 -0.87 4.02 -0.128
N 0.08 -1.04 2.57 0.003
C 1.17 -1.55 1.93 -0.407
O 2.25 -1.73 2.45 0.096
C 0.88 -1.77 0.47 -0.113
C 0.23 -2.92 0.02 0.006
C -0.16 -3.02 -1.31 -0.037
C 0.04 -1.96 -2.18 -0.039
C 0.71 -0.84 -1.72 -0.274
S 0.82 0.67 -2.67 0.693
O 0.30 0.48 -4.00 -0.262
O 0.20 1.69 -1.86 -0.315
N 2.47 0.97 -2.67 -0.237
C 3.19 0.02 -3.50 -0.173
C 4.69 0.26 -3.32 -0.181
O 5.03 1.59 -3.63 -0.122
C 4.32 2.50 -2.83 -0.183
C 2.81 2.34 -3.01 -0.169
C 1.17 -0.75 -0.43 -0.022
C -1.16 -0.93 1.89 -0.119
C -1.42 0.13 1.04 -0.217
N -0.57 1.19 0.96 0.205
N -2.56 0.17 0.30 0.074
C -2.84 1.27 -0.62 -0.139
C -3.28 2.54 0.12 -0.225
C -3.50 3.67 -0.87 -0.098
C -3.54 -0.82 0.39 -0.467
O -4.55 -0.81 -0.27 0.089
N -3.27 -1.82 1.29 0.219
C -2.11 -1.99 2.05 -0.423
O -1.98 -2.98 2.75 0.076
H -1.39 2.55 5.93 0.071
H -0.48 2.28 7.42 0.067
H 0.35 2.83 5.97 0.070
H 0.74 0.39 6.36 0.111
H -1.00 0.11 6.33 0.111
H 0.65 1.21 4.02 0.117
H -1.09 0.93 3.98 0.113
H 1.06 -1.21 4.37 0.129
H -0.69 -1.51 4.44 0.130
H 0.02 -3.71 0.71 0.131
H -0.66 -3.91 -1.65 0.113
H -0.33 -1.98 -3.19 0.118
H 2.92 -0.99 -3.18 0.126
H 2.90 0.15 -4.56 0.133
H 5.26 -0.37 -4.00 0.132
H 4.96 0.04 -2.28 0.132
H 4.64 3.50 -3.15 0.131
H 4.58 2.35 -1.77 0.131
H 2.26 2.99 -2.34 0.121
H 2.53 2.56 -4.05 0.138
H 1.72 0.13 -0.13 0.127
H 0.28 1.08 1.49 0.107
H -0.46 1.65 0.07 0.075
H -3.65 0.93 -1.26 0.130
H -1.96 1.47 -1.24 0.099
H -2.52 2.82 0.85 0.098
H -4.20 2.33 0.66 0.116
H -3.80 4.58 -0.34 0.072
H -2.59 3.88 -1.42 0.073
H -4.28 3.41 -1.58 0.076
H -3.97 -2.54 1.36 0.171
```

Values from the calculation:
HOMO   -8.5608 eV
Energy above the lowest of the compared OMol25 structures with the same formula, charge and spin   0.0 kJ/mol
SMILES string   CCCCN(C(=O)c1cccc(S(=O)(=O)N2CCOCC2)c1)c1c(N)n(CCC)c(=O)[nH]c1=O
LUMO level   0.21 eV